Version A
{
  "formula": "C5H13NS",
  "method": "ωB97M-V/def2-TZVPD",
  "species": ["H", "H", "C", "H", "C", "H", "H", "C", "H", "H", "H", "H", "H", "C", "H", "N", "H", "H", "C", "S"],
  "coordinates": [[-0.26, 0.18, -1.73], [-0.94, 0.65, 0.36], [0.22, -1.04, 0.79], [-0.18, 2.80, -1.27], [-2.21, -1.74, 1.90], [1.26, -1.32, 0.97], [-2.26, -2.68, 1.38], [0.13, 0.43, 0.40], [0.96, 2.34, -2.39], [-0.09, -1.69, -0.03], [-2.54, -0.87, 1.32], [0.61, 1.08, 1.12], [-2.95, -1.74, 2.70], [0.71, 2.15, -1.34], [1.75, -0.51, -2.33], [1.73, -0.04, -1.43], [1.45, 2.51, -0.63], [2.62, 0.30, -1.12], [0.49, 0.65, -1.10], [-0.47, -1.46, 2.43]],
  "orbital_gap_ev": 9.33,
  "smiles": "CSCC[C@@H](C)N"
}


Version B
{
  "formula": "C5H13NS",
  "method": "ωB97M-V/def2-TZVPD",
  "species": ["H", "H", "C", "N", "S", "C", "H", "H", "H", "H", "H", "C", "H", "H", "H", "H", "C", "C", "H", "H"],
  "coordinates": [[0.49, 0.63, 0.91], [-0.91, -1.26, -0.93], [-1.71, 0.56, 0.79], [-0.15, -0.82, -0.62], [3.27, 0.25, -0.31], [-2.23, 0.73, 2.16], [0.68, 0.61, -1.89], [-0.08, -1.08, 1.36], [-1.45, 1.57, 0.26], [2.41, -1.87, -1.05], [-2.28, -0.35, 2.61], [0.79, -0.43, -1.70], [-3.24, 1.23, 2.19], [3.10, 1.44, -0.97], [2.86, -0.75, -2.32], [-1.68, 1.37, 2.80], [2.27, -0.84, -1.38], [-0.25, -0.19, 0.72], [0.41, -0.80, -2.68], [-2.31, -0.01, 0.04]],
  "orbital_gap_ev": 9.07,
  "smiles": "CCCNCCS"
}


Version C
{
  "formula": "C5H13NS",
  "method": "ωB97M-V/def2-TZVPD",
  "species": ["H", "C", "H", "C", "H", "H", "H", "C", "H", "H", "C", "H", "S", "H", "N", "H", "H", "H", "H", "C"],
  "coordinates": [[-0.83, 0.45, -0.23], [-1.60, 1.52, 1.45], [-1.22, 2.17, 2.26], [-0.34, 1.20, 0.66], [-2.35, 2.06, 0.87], [-1.42, -0.51, 2.35], [0.62, -0.73, -1.72], [1.60, -0.55, -2.14], [1.61, -0.74, -3.22], [3.80, -0.80, -1.42], [2.82, -1.28, -1.43], [2.96, -2.22, -1.98], [-3.14, -0.70, 0.73], [2.45, -1.63, -0.47], [0.11, -0.02, 0.44], [-2.05, -1.31, 0.33], [0.26, 2.10, 0.41], [-2.92, 0.31, 2.89], [1.84, 0.48, -1.87], [-2.20, 0.19, 2.08]],
  "orbital_gap_ev": 9.26
}


Version D
{
  "formula": "C5H13NS",
  "method": "ωB97M-V/def2-TZVPD",
  "species": ["H", "H", "H", "H", "H", "H", "H", "H", "C", "N", "C", "C", "H", "C", "H", "H", "H", "S", "C", "H"],
  "coordinates": [[-0.25, -0.59, -3.66], [-1.80, 1.47, -1.69], [-1.00, 0.98, -3.90], [2.02, -0.05, 4.39], [-0.85, -1.78, -0.69], [-2.60, -1.30, -0.27], [-0.56, 2.09, -0.57], [0.85, -0.20, -0.04], [-0.07, 0.49, -3.57], [-1.18, 0.24, -0.11], [0.04, 0.01, 0.67], [0.23, 0.95, -2.18], [-0.08, -0.78, 1.41], [-0.83, 1.27, -1.24], [1.10, 1.59, -2.18], [0.77, 0.73, -4.21], [0.29, 0.83, 1.35], [1.59, -0.84, 3.36], [-1.66, -1.04, -0.73], [-1.80, -0.86, -1.80]],
  "orbital_gap_ev": 2.67
}


Which structure above is the least stable? It is version D.